--- one ---
{"formula": "C4H11N2", "method": "the ωB97M-V functional and the def2-TZVPD basis", "symbols": ["C", "C", "C", "C", "N", "N", "H", "H", "H", "H", "H", "H", "H", "H", "H", "H", "H"], "positions_angstrom": [[1.69510, -0.00140, -0.34257], [0.56952, 1.01116, -0.22420], [-0.73715, 0.41170, -0.82784], [-1.86496, 0.12599, 0.21805], [-1.29310, -0.59734, 1.17294], [1.63752, -0.90200, 0.78679], [1.61481, -0.55009, -1.27615], [2.68373, 0.45024, -0.32186], [0.72545, 1.98687, -0.67364], [0.40408, 1.16416, 0.82791], [-0.50788, -0.57063, -1.23405], [-1.15859, 0.99472, -1.64086], [-2.77978, -0.28493, -0.20307], [-2.08328, 1.10376, 0.72212], [0.73391, -1.17421, 1.01373], [2.21731, -1.71783, 0.63583], [-1.85670, -1.45018, 1.36686]], "lowdin_charge": [-0.26, -0.15, -0.10, -0.23, 0.32, 0.08, 0.12, 0.13, 0.12, 0.11, 0.12, 0.13, 0.14, 0.22, 0.00, 0.10, 0.15], "total_charge": 1, "multiplicity": 1, "e_homo_ev": -13.50, "orbital_gap_ev": 4.69}

--- two ---
{"formula": "C4H11N2", "method": "the ωB97M-V functional and the def2-TZVPD basis", "symbols": ["C", "C", "C", "C", "N", "N", "H", "H", "H", "H", "H", "H", "H", "H", "H", "H", "H"], "positions_angstrom": [[0.74213, 0.32022, 0.42495], [1.56924, 0.15467, -1.14399], [-1.68515, 0.97731, 0.29021], [-1.11851, -0.89729, 1.52812], [1.42516, -1.06449, -1.73414], [-0.78375, 0.08035, 0.81658], [1.40220, -0.31635, 1.04262], [0.64135, 1.36117, 0.75001], [1.24740, 1.04682, -1.69596], [2.52627, 0.48164, -0.82132], [-2.60037, 0.21546, 0.11871], [-2.06218, 1.80546, 0.91939], [-1.39921, 1.44364, -0.68173], [-0.52314, -1.50959, 2.28413], [-2.11815, -1.12592, 1.77063], [0.57527, -1.19430, -2.20820], [2.16147, -1.77879, -1.66003]], "lowdin_charge": [0.01, -0.22, -0.05, 0.14, 0.03, -0.20, 0.11, 0.11, 0.11, 0.10, 0.16, 0.13, 0.12, 0.16, 0.10, 0.08, 0.12], "total_charge": 1, "multiplicity": 1, "e_homo_ev": -12.99, "smiles": "C=[N+](C)CCN", "orbital_gap_ev": 8.29}

--- three ---
{"formula": "C4H11N2", "method": "the ωB97M-V functional and the def2-TZVPD basis", "symbols": ["C", "C", "C", "C", "N", "N", "H", "H", "H", "H", "H", "H", "H", "H", "H", "H", "H"], "positions_angstrom": [[0.89499, 0.33643, -1.29623], [-0.03036, 1.21017, -0.43340], [-0.04316, 0.74372, 0.99256], [-1.49559, -0.84891, 1.85570], [-0.54291, -0.62419, 1.14256], [0.77784, -1.13347, -1.34746], [1.93280, 0.61755, -0.91042], [0.90886, 0.62566, -2.39071], [0.33408, 2.35094, -0.33570], [-1.07419, 1.14890, -0.78025], [1.01091, 0.65598, 1.41591], [-0.55815, 1.41069, 1.77468], [-2.18896, -0.15263, 2.31080], [-1.96719, -1.88320, 2.01684], [1.78850, -1.57432, -1.27886], [0.01567, -1.48614, -0.55394], [0.23688, -1.39719, -2.18208]], "lowdin_charge": [-0.21, -0.18, -0.26, -0.05, -0.08, 0.12, 0.15, 0.14, 0.18, 0.12, 0.14, 0.14, 0.09, 0.11, 0.23, 0.20, 0.16], "total_charge": 1, "multiplicity": 1, "e_homo_ev": -13.89, "smiles": "C=NCCC[NH3+]", "orbital_gap_ev": 10.34}

three has the most favorable energy; the next structure is 1.362 eV above.

--- one ---
{"formula": "C4H11N2", "method": "the ωB97M-V functional and the def2-TZVPD basis", "symbols": ["C", "C", "H", "H", "H", "H", "C", "N", "C", "N", "H", "H", "H", "H", "H", "H", "H"], "positions_angstrom": [[0.95081, 0.87079, -2.14374], [-0.25597, 1.29647, -1.68573], [1.07952, 0.33560, -3.07682], [1.85392, 1.15786, -1.57910], [-1.17861, 1.23992, -2.28880], [-0.34712, 1.90533, -0.78875], [-0.66027, 0.33911, 2.34404], [0.30873, -1.71795, -0.49290], [-0.07448, -1.34273, 0.71353], [0.13399, -0.12925, 1.18117], [-0.16597, 1.27078, 2.69580], [-0.51798, -0.46288, 3.09338], [-1.75318, 0.45590, 2.15476], [0.63895, -1.12251, -1.26781], [0.06749, -2.67095, -0.72776], [-0.74663, -1.92791, 1.32677], [0.66680, 0.50244, 0.54196]], "lowdin_charge": [-0.08, -0.06, 0.07, 0.07, 0.08, 0.05, -0.03, 0.19, -0.14, 0.00, 0.11, 0.10, 0.11, 0.09, 0.13, 0.17, 0.14], "total_charge": 1, "multiplicity": 1, "e_homo_ev": -14.39, "orbital_gap_ev": 10.78}

--- two ---
{"formula": "C4H11N2", "method": "the ωB97M-V functional and the def2-TZVPD basis", "symbols": ["C", "C", "C", "C", "N", "N", "H", "H", "H", "H", "H", "H", "H", "H", "H", "H", "H"], "positions_angstrom": [[0.74643, 0.45510, 0.48084], [-0.57309, 0.01783, -0.12745], [2.12777, -0.19055, 0.60614], [-1.90336, 0.45655, 0.39407], [-0.42617, -1.67015, -1.09196], [0.25710, 0.96572, -0.79699], [0.62808, 1.11031, 1.33481], [2.67572, 0.61218, 0.04178], [2.27652, -1.11349, 0.05684], [2.63094, -0.31461, 1.57005], [-2.95161, -0.06990, 0.10722], [-2.14603, 1.49993, -0.04941], [-1.79056, 0.49459, 1.50173], [-0.50374, -2.21132, -0.29212], [-1.41847, -1.89592, -1.50298], [-0.26417, 1.81441, -0.76973], [0.71077, 0.75577, -1.72079]], "lowdin_charge": [-0.20, -0.29, -0.01, -0.03, 0.11, 0.16, 0.16, 0.11, 0.08, 0.10, 0.15, 0.11, 0.10, -0.02, 0.09, 0.16, 0.22], "total_charge": 1, "multiplicity": 1, "e_homo_ev": -14.65, "orbital_gap_ev": 11.13}

one has the most favorable energy; the next structure is 2.957 eV above.

--- one ---
{"formula": "C20H22F2N2O3", "method": "the ωB97M-V functional and the def2-TZVPD basis", "symbols": ["O", "F", "F", "O", "O", "C", "C", "C", "C", "C", "C", "C", "C", "C", "C", "C", "C", "C", "N", "N", "C", "C", "C", "C", "C", "C", "C", "H", "H", "H", "H", "H", "H", "H", "H", "H", "H", "H", "H", "H", "H", "H", "H", "H", "H", "H", "H", "H", "H"], "positions_angstrom": [[2.26316, -1.95711, 1.00420], [-0.98628, 2.81119, -0.66101], [2.32572, 6.22102, -0.06481], [6.82071, 1.14808, -2.36754], [0.79926, -0.74595, 2.34056], [1.88460, -0.90258, 1.50941], [0.65007, 4.54010, -0.44462], [5.76962, -0.26307, -0.73489], [1.31900, 2.19499, -0.57823], [2.96676, 3.96872, -0.28771], [4.80356, 1.85600, -1.31313], [4.72111, -0.50721, 0.16068], [0.31398, 3.18428, -0.59549], [1.98172, 4.93576, -0.29045], [5.82373, 0.92733, -1.45916], [2.63665, 2.60282, -0.40058], [3.72055, 1.60131, -0.45100], [3.67684, 0.42157, 0.30930], [2.60063, 0.23458, 1.22424], [-2.91736, -1.39076, 0.87316], [-2.44766, -1.58060, -0.48075], [-0.15689, -1.82116, 2.47720], [-4.32969, -1.13156, 1.03894], [-4.44191, 0.33815, 1.43607], [-1.48618, -1.22999, 2.94177], [-3.18443, 0.48697, 2.30792], [-2.11046, -0.47402, 1.75975], [7.48068, 0.45351, -2.32140], [-0.14282, 5.27787, -0.44256], [6.52660, -1.04524, -0.87822], [1.00806, 1.17169, -0.75114], [3.99471, 4.22477, -0.10769], [4.80591, 2.77379, -1.88884], [4.67874, -1.43620, 0.71189], [2.16794, 1.08111, 1.49120], [-2.87733, -2.52079, -0.86945], [-1.36645, -1.61274, -0.45722], [-2.74716, -0.76681, -1.10031], [0.24189, -2.52845, 3.24366], [-0.26608, -2.35748, 1.55251], [-4.69685, -1.74319, 1.88097], [-4.94282, -1.35910, 0.15393], [-4.42626, 1.03563, 0.60534], [-5.34688, 0.56078, 1.98884], [-2.17203, -2.01588, 3.29257], [-1.34674, -0.58380, 3.81306], [-3.51092, 0.27058, 3.32857], [-2.78301, 1.50654, 2.21777], [-1.36635, 0.07424, 1.21239]], "lowdin_charge": [0.07, 0.06, 0.07, 0.05, 0.00, -0.49, 0.07, -0.01, 0.04, 0.04, 0.05, 0.01, -0.23, -0.25, -0.31, -0.17, -0.12, -0.16, 0.14, -0.19, -0.08, -0.16, -0.20, -0.17, -0.12, -0.14, -0.28, 0.10, 0.13, 0.12, 0.13, 0.13, 0.13, 0.11, 0.12, 0.09, 0.07, 0.07, 0.14, 0.11, 0.12, 0.12, 0.10, 0.10, 0.13, 0.12, 0.11, 0.11, 0.13], "total_charge": 0, "multiplicity": 1, "e_homo_ev": -8.09, "smiles": "CN1CCC[C@H]1CCOC(=O)Nc1ccc(O)cc1-c1cc(F)cc(F)c1", "orbital_gap_ev": 8.53}

--- two ---
{"formula": "C20H22F2N2O3", "method": "the ωB97M-V functional and the def2-TZVPD basis", "symbols": ["C", "C", "C", "C", "C", "N", "O", "C", "O", "O", "C", "C", "N", "H", "H", "H", "H", "H", "H", "H", "H", "H", "H", "H", "H", "F", "C", "C", "C", "C", "C", "C", "H", "H", "H", "H", "H", "F", "C", "C", "C", "C", "C", "C", "H", "H", "H", "H", "H"], "positions_angstrom": [[-0.75753, 0.79025, 1.68997], [0.10022, 0.41776, 0.89618], [1.05735, 0.38007, -0.36709], [0.20115, 0.53207, -1.68809], [-0.76598, 1.79697, -1.72668], [-0.39342, 2.80838, -2.79739], [1.85144, -0.84921, -0.34771], [3.23886, -0.60373, -0.23414], [4.11968, -1.31018, 0.15747], [3.38293, 0.74913, -0.67757], [2.24152, 1.39014, -0.04536], [2.13660, 2.91865, -0.42480], [1.31930, 3.72215, 0.54499], [-1.43486, 1.25333, 2.45806], [0.83297, 0.45679, -2.63662], [-0.47816, -0.38539, -1.72742], [-0.91762, 2.30669, -0.73260], [-1.79555, 1.41747, -2.04404], [0.54473, 2.53428, -3.12670], [-0.22204, 3.67341, -2.26192], [2.47663, 1.24632, 1.05434], [1.83777, 3.10211, -1.49543], [3.19479, 3.34028, -0.32467], [0.36738, 3.76720, 0.17400], [1.35830, 3.30215, 1.47646], [3.43757, -8.17643, 1.09105], [3.46432, -6.87246, 0.76321], [3.14222, -6.49019, -0.52732], [3.16518, -5.14146, -0.86428], [3.52022, -4.19224, 0.09006], [3.84629, -4.59065, 1.38143], [3.81314, -5.93799, 1.72273], [2.87629, -7.24387, -1.25898], [2.90725, -4.83005, -1.87024], [3.54279, -3.13810, -0.17343], [4.12673, -3.85118, 2.12320], [4.05578, -6.26526, 2.72664], [-3.52360, 3.89833, -0.29925], [-4.48365, 3.11712, 0.22390], [-5.23375, 2.31042, -0.61394], [-6.22301, 1.49869, -0.07188], [-6.45727, 1.51141, 1.29953], [-5.70006, 2.33010, 2.13001], [-4.70308, 3.13421, 1.59043], [-5.04224, 2.32018, -1.68029], [-6.81147, 0.85716, -0.71760], [-7.23245, 0.88081, 1.72077], [-5.88624, 2.34229, 3.19791], [-4.09736, 3.77206, 2.22314]], "lowdin_charge": [0.11, -0.02, -0.32, -0.08, -0.25, -0.02, 0.05, -0.42, 0.17, 0.03, -0.21, -0.17, 0.01, 0.06, 0.14, 0.13, 0.09, 0.11, 0.05, 0.05, 0.17, 0.11, 0.13, 0.04, 0.07, 0.05, -0.29, -0.02, -0.08, -0.09, -0.07, -0.02, 0.11, 0.10, 0.06, 0.11, 0.11, 0.05, -0.29, -0.02, -0.08, -0.10, -0.08, -0.03, 0.12, 0.11, 0.10, 0.11, 0.12], "total_charge": 0, "multiplicity": 1, "e_homo_ev": -8.88, "smiles": "C#C[C@]1(CCN)OC(=O)O[C@H]1CN.Fc1ccccc1.Fc1ccccc1", "orbital_gap_ev": 9.40}

one has the most favorable energy; the next structure is 3.999 eV above.